ORCA calculation (the ωB97M-V functional and the def2-TZVPD basis) on C62H142N8O22 as an isolated structure in a non-equilibrium geometry.

For the total energy, the calculation gives -123529.1595 eV. The charge is +2. The largest force on an atom is 6.47 eV/A. The lowest unoccupied orbital energy comes out at -3.905 eV. For the HOMO-LUMO gap, the calculation gives 0.0685 Ha.

Atoms and positions in Å:
1 C 11.9837 -1.0364 -18.2429
2 C 13.1552 -0.6566 -19.0317
3 C 14.4989 -1.2880 -18.5272
4 N 15.5741 -0.3405 -17.8815
5 C 16.8162 -1.2015 -17.4401
6 C 17.7288 -0.4266 -16.5123
7 C 16.9543 0.0648 -15.2575
8 C 15.8200 0.9033 -15.6752
9 C 14.8103 0.2846 -16.6667
10 C 15.9423 0.7044 -18.9933
11 H 11.9913 -2.1092 -18.0498
12 H 11.0523 -0.7599 -18.7370
13 H 12.0145 -0.5314 -17.2774
14 H 13.2989 0.4135 -19.1807
15 H 13.0215 -1.0751 -20.0292
16 H 15.1277 -1.7615 -19.2812
17 H 14.4027 -2.1176 -17.8267
18 H 16.3880 -2.1089 -17.0143
19 H 17.3796 -1.4405 -18.3421
20 H 18.5099 -1.1157 -16.1912
21 H 18.1822 0.4790 -16.9154
22 H 16.4240 -0.7015 -14.6920
23 H 17.4088 0.5569 -14.3976
24 H 15.2508 1.2731 -14.8224
25 H 16.2144 1.7807 -16.1878
26 H 14.3056 -0.5126 -16.1210
27 H 14.1328 1.0125 -17.1133
28 H 15.0810 1.2587 -19.3662
29 H 16.5493 0.2248 -19.7611
30 H 16.5880 1.4540 -18.5358
31 C 1.2804 -18.0601 -17.7170
32 C 2.2747 -17.5138 -18.7879
33 C 2.1028 -16.0340 -18.8659
34 N 3.1546 -15.1616 -19.5950
35 C 3.1667 -15.5914 -21.0604
36 C 3.9723 -14.6520 -21.9302
37 C 3.6406 -13.1076 -21.8726
38 C 3.5080 -12.7113 -20.4270
39 C 2.6332 -13.6579 -19.6035
40 C 4.5373 -15.2862 -18.9281
41 H 1.5804 -17.8046 -16.7007
42 H 1.1914 -19.1459 -17.6823
43 H 0.3153 -17.5749 -17.8627
44 H 2.1859 -18.0446 -19.7358
45 H 3.2405 -17.8217 -18.3871
46 H 2.2137 -15.6114 -17.8673
47 H 1.1299 -15.7170 -19.2414
48 H 2.1415 -15.7850 -21.3760
49 H 3.6731 -16.5554 -21.1085
50 H 3.9052 -14.9661 -22.9718
51 H 5.0259 -14.8874 -21.7798
52 H 2.7581 -12.8320 -22.4501
53 H 4.5279 -12.6388 -22.2980
54 H 2.9668 -11.7697 -20.3333
55 H 4.4158 -12.4628 -19.8772
56 H 1.6360 -13.7447 -20.0348
57 H 2.6205 -13.3846 -18.5484
58 H 4.3806 -15.0149 -17.8841
59 H 5.2286 -14.6127 -19.4346
60 H 4.8521 -16.3289 -18.9711
61 C 15.3055 -10.7004 -12.7642
62 C 14.7374 -10.9168 -11.3564
63 C 15.7331 -10.5920 -10.2699
64 N 15.2051 -10.4601 -8.8075
65 C 14.2262 -9.2200 -8.7124
66 C 13.6723 -9.0226 -7.2378
67 C 12.8984 -10.2869 -6.7742
68 C 13.6966 -11.5687 -7.0786
69 C 14.3718 -11.7184 -8.4887
70 C 16.4167 -10.2906 -7.9287
71 H 14.6656 -11.2986 -13.4128
72 H 16.2755 -11.1955 -12.8090
73 H 15.2966 -9.6363 -13.0000
74 H 14.3250 -11.9248 -11.3121
75 H 13.8971 -10.2226 -11.3613
76 H 16.2257 -9.6521 -10.5193
77 H 16.5024 -11.3621 -10.2143
78 H 13.3962 -9.3625 -9.4043
79 H 14.8771 -8.3971 -9.0082
80 H 13.0524 -8.1261 -7.2330
81 H 14.5294 -8.7206 -6.6359
82 H 11.8944 -10.3891 -7.1859
83 H 12.7019 -10.1453 -5.7114
84 H 13.0379 -12.4334 -6.9992
85 H 14.4200 -11.6206 -6.2650
86 H 13.6904 -11.9726 -9.3006
87 H 15.1175 -12.5121 -8.4421
88 H 17.0395 -9.4355 -8.1917
89 H 17.0196 -11.1721 -8.1468
90 H 16.1126 -10.1491 -6.8916
91 C 4.4898 -3.3847 -17.4166
92 C 3.5987 -3.5477 -18.6639
93 C 2.0750 -3.6911 -18.3135
94 N 1.2881 -3.9069 -19.6118
95 C 1.5645 -2.8530 -20.6984
96 C 1.0710 -1.3604 -20.2420
97 C -0.4518 -1.4265 -19.9614
98 C -0.8024 -2.5773 -18.9281
99 C -0.2578 -3.9737 -19.3903
100 C 1.6425 -5.2774 -20.2004
101 H 5.5490 -3.2385 -17.6280
102 H 4.4819 -4.2297 -16.7280
103 H 4.0341 -2.5970 -16.8167
104 H 3.9273 -4.3017 -19.3793
105 H 3.6151 -2.6854 -19.3305
106 H 1.7661 -2.7425 -17.8744
107 H 1.9034 -4.4835 -17.5851
108 H 2.6000 -2.8558 -21.0390
109 H 0.9709 -3.1470 -21.5640
110 H 1.7240 -1.0301 -19.4342
111 H 1.2551 -0.5577 -20.9560
112 H -0.7963 -0.4858 -19.5320
113 H -0.9859 -1.5529 -20.9031
114 H -0.5806 -2.3475 -17.8860
115 H -1.8904 -2.6417 -18.9137
116 H -0.6206 -4.7528 -18.7197
117 H -0.6679 -4.2089 -20.3725
118 H 1.6941 -6.0035 -19.3890
119 H 2.6779 -5.3051 -20.5400
120 H 1.1053 -5.4498 -21.1330
121 C 10.3887 -9.5598 -18.1535
122 N 10.0503 -8.8331 -19.4383
123 C 8.7979 -7.9306 -19.0585
124 C 11.2585 -7.9108 -19.7872
125 C 9.8467 -9.7642 -20.6987
126 C 9.6732 -9.2206 -22.1064
127 O 8.6479 -8.2570 -22.0176
128 H 10.5448 -8.9329 -17.2756
129 H 11.2721 -10.1513 -18.3940
130 H 9.6026 -10.3099 -18.0674
131 H 9.0449 -7.4097 -18.1334
132 H 8.0469 -8.7019 -18.8879
133 H 8.6031 -7.1772 -19.8218
134 H 10.9693 -7.2717 -20.6215
135 H 12.1332 -8.5104 -20.0394
136 H 11.3647 -7.3116 -18.8829
137 H 8.9475 -10.3416 -20.4836
138 H 10.7054 -10.4345 -20.7364
139 H 9.3482 -10.0613 -22.7193
140 H 10.6027 -8.7946 -22.4842
141 H 8.3546 -8.0332 -22.9039
142 C 6.4152 -2.9539 -10.6325
143 N 6.4150 -4.5022 -10.3905
144 C 6.4427 -4.7317 -8.8936
145 C 5.0139 -5.0676 -10.8819
146 C 7.6595 -5.0965 -11.1741
147 C 7.8378 -6.6392 -10.9911
148 O 8.3956 -6.9856 -9.7556
149 H 7.3109 -2.6044 -10.1192
150 H 5.6386 -2.4077 -10.0971
151 H 6.2814 -2.7038 -11.6850
152 H 5.7311 -4.0112 -8.4904
153 H 7.3803 -4.4675 -8.4047
154 H 6.2264 -5.7870 -8.7267
155 H 4.2593 -4.6214 -10.2342
156 H 5.0687 -6.1515 -10.7813
157 H 4.8436 -4.8020 -11.9252
158 H 8.5722 -4.6187 -10.8181
159 H 7.5395 -4.7877 -12.2126
160 H 8.5379 -6.9036 -11.7836
161 H 6.9336 -7.1312 -11.3495
162 H 7.8377 -7.6918 -9.4215
163 C 8.2870 -15.1273 -28.3431
164 N 6.9557 -14.3590 -28.3093
165 C 5.8319 -15.4432 -28.1634
166 C 7.0957 -13.4392 -27.1016
167 C 6.8463 -13.4643 -29.5357
168 C 5.7524 -12.3881 -29.5584
169 O 4.5126 -12.8588 -29.1184
170 H 9.1138 -14.4352 -28.5029
171 H 8.2342 -15.7794 -29.2149
172 H 8.3434 -15.6348 -27.3801
173 H 5.8671 -16.2663 -28.8771
174 H 4.8461 -14.9793 -28.1964
175 H 5.8816 -15.8303 -27.1456
176 H 7.8949 -12.7245 -27.2978
177 H 7.3547 -14.0644 -26.2470
178 H 6.1622 -12.9000 -26.9406
179 H 6.7695 -14.0818 -30.4307
180 H 7.7563 -12.8717 -29.6290
181 H 5.5942 -12.1088 -30.6001
182 H 5.9926 -11.4273 -29.1032
183 H 3.8720 -12.2047 -29.4070
184 C 13.8780 -5.2956 -25.4913
185 N 15.3540 -5.6955 -25.2573
186 C 15.7954 -5.1402 -23.9386
187 C 15.4039 -7.2406 -25.1745
188 C 16.1957 -5.1010 -26.4087
189 C 16.3099 -5.8172 -27.6347
190 O 15.1269 -6.1836 -28.2635
191 H 13.3108 -5.4240 -24.5694
192 H 13.5750 -6.0776 -26.1875
193 H 13.7577 -4.2744 -25.8530
194 H 15.6785 -4.0565 -23.9332
195 H 16.8220 -5.4328 -23.7182
196 H 15.1928 -5.5535 -23.1299
197 H 16.4706 -7.4640 -25.1952
198 H 14.9195 -7.6138 -26.0768
199 H 14.8988 -7.6612 -24.3050
200 H 17.2180 -5.0438 -26.0348
201 H 15.8077 -4.0914 -26.5439
202 H 16.9872 -6.6706 -27.6036
203 H 16.7769 -5.1006 -28.3105
204 H 15.3963 -6.3284 -29.1735
205 O 9.2188 -5.6981 -27.7078
206 C 8.7317 -6.9264 -27.4712
207 O 7.7588 -7.0576 -26.7199
208 O 9.1471 -7.8778 -28.0750
209 H 8.5906 -5.1607 -27.2198
210 O 4.8315 -10.5082 -13.2481
211 C 4.8728 -9.9174 -14.4042
212 O 4.5769 -8.7276 -14.3853
213 O 5.2246 -10.5484 -15.4016
214 H 4.7743 -9.7889 -12.6148
215 O 16.4117 -8.0806 -18.1809
216 C 17.3324 -7.5327 -18.9665
217 O 17.7789 -8.1695 -19.9331
218 O 17.6974 -6.3720 -18.6271
219 H 16.3549 -7.4323 -17.4751
220 O 9.6732 -16.7310 -20.1761
221 C 9.9815 -15.5101 -20.3671
222 O 9.4546 -15.1778 -21.4274
223 O 10.5743 -14.8415 -19.5367
224 H 9.1557 -16.4371 -20.9293
225 O 6.4423 -4.3754 -22.8197
226 C 7.2581 -3.4009 -23.1080
227 O 8.4838 -3.5745 -23.1349
228 O 6.7926 -2.2769 -23.3214
229 H 6.9787 -5.1543 -22.6550
230 O 13.0026 -14.2922 -23.9979
231 C 13.3780 -13.3658 -24.9260
232 O 14.5796 -13.0462 -25.1803
233 O 12.5366 -12.7013 -25.4605
234 H 12.1017 -14.0421 -23.7802

Atomic partial charges in e from the Mulliken method, atoms 1 to 4: -1.31, -0.34, -0.74, -0.22